(1)
170
Properties=species:S:1:pos:R:3:mulliken_charge:R:1 method="wB97M-V/def2-TZVPD" lumo_ev=-3.72 multiplicity=1 total_charge=+1 total_energy_ha=-4187.86865 orbital_gap_ev=5.8
C 2.602 -1.068 3.119 -0.6140
C 3.773 -2.085 3.739 1.4399
C 2.884 -3.320 4.442 -1.2629
C 4.546 -1.359 4.986 -1.0783
C 4.707 -2.802 2.624 -1.1249
C 5.798 -1.896 1.836 1.9278
C 7.047 -1.320 2.722 -1.5422
C 5.184 -0.611 0.994 -0.9727
C 6.441 -2.892 0.654 -0.2455
C 8.027 -3.267 0.511 -0.4087
C 8.548 -4.261 -0.697 -0.7182
C 7.534 -4.955 -1.830 0.0323
O 7.996 -5.876 -2.882 -0.3945
C 7.212 -5.750 -4.120 -0.2630
C 5.991 -6.885 -4.248 -0.4313
O 4.774 -6.202 -4.711 -0.2703
C 3.562 -6.689 -4.038 -0.4251
C 2.515 -5.449 -3.634 -0.5341
C 2.362 -4.322 -4.815 0.2536
C 1.302 -4.177 -6.060 0.0092
C 0.043 -5.185 -6.390 -0.5591
C -1.355 -4.546 -5.732 -0.7196
C -1.076 -3.163 -4.868 0.0850
C -2.465 -2.571 -4.156 -0.6801
C -2.255 -0.917 -4.081 -0.2748
C -0.862 -0.472 -3.340 -0.2701
C -1.091 0.567 -2.057 -0.5956
S -1.122 2.372 -2.567 -0.0608
C -0.454 3.484 -1.200 0.1814
N -1.076 3.895 0.119 -0.2439
N -0.261 4.731 0.890 -0.2334
C 1.035 4.977 0.101 0.0790
O 0.852 4.175 -1.122 -0.1803
N 1.627 -2.948 -6.912 0.0472
C 2.815 -2.272 -6.263 -0.1647
I 3.940 -0.459 -6.746 0.2946
N 3.204 -3.087 -5.048 0.0602
S 4.550 -2.446 -4.135 -0.1956
C 5.941 -4.548 -1.706 0.0616
C 5.430 -3.546 -0.507 -0.2753
H 2.408 -1.309 1.983 0.1400
H 3.016 0.051 3.170 0.0536
H 1.584 -1.192 3.706 0.2213
H 2.129 -3.665 3.588 0.3231
H 2.255 -2.951 5.364 0.1783
H 3.569 -4.244 4.660 0.3347
H 3.947 -1.628 5.983 0.2499
H 4.703 -0.209 4.835 0.1932
H 5.590 -1.924 5.113 0.2434
H 3.979 -3.368 1.868 0.0863
H 5.306 -3.679 3.172 0.3693
H 7.903 -0.831 2.051 0.4178
H 6.633 -0.414 3.381 0.2481
H 7.505 -2.140 3.434 0.3262
H 5.124 0.382 1.610 0.2841
H 4.098 -0.911 0.599 0.0984
H 5.817 -0.418 0.002 0.2668
H 8.831 -2.873 1.263 0.2706
H 9.695 -4.528 -0.811 0.2618
H 7.961 -6.013 -5.012 0.2625
H 6.833 -4.655 -4.350 0.1643
H 5.914 -7.383 -3.192 0.2908
H 6.343 -7.700 -5.043 0.3245
H 2.945 -7.389 -4.758 0.3470
H 3.743 -7.276 -3.043 0.2860
H 2.779 -4.977 -2.578 0.3137
H 1.446 -5.953 -3.493 0.3475
H -0.043 -5.278 -7.553 0.3606
H 0.215 -6.234 -5.887 0.1798
H -1.852 -5.397 -5.089 0.2583
H -2.034 -4.288 -6.672 0.2939
H -0.717 -2.305 -5.595 0.1912
H -0.326 -3.332 -3.958 -0.0227
H -3.377 -2.857 -4.832 0.3324
H -2.576 -2.976 -3.045 0.2698
H -2.203 -0.525 -5.207 0.2636
H -3.203 -0.417 -3.582 0.0886
H -0.205 0.135 -4.127 0.2134
H -0.231 -1.369 -2.905 0.1386
H -2.052 0.209 -1.480 0.3604
H -0.129 0.426 -1.373 0.2978
H 1.954 5.654 0.439 0.2999
H 1.143 -2.609 -7.772 0.2970
H 4.121 -2.141 -2.803 0.1952
H 5.096 -4.950 -2.445 -0.0227
H 4.282 -3.278 -0.403 0.3397
C 6.498 6.767 -0.435 -1.1344
C 5.913 6.117 -1.682 -0.5046
C 4.825 5.091 -1.371 0.0189
C 5.351 3.918 -0.659 0.2773
N 5.765 2.993 -0.093 -0.4127
H 7.010 6.034 0.197 0.3392
H 7.229 7.532 -0.717 0.3312
H 5.716 7.249 0.161 0.2914
H 6.721 5.652 -2.259 0.3167
H 5.482 6.904 -2.313 0.3147
H 4.373 4.760 -2.314 0.2830
H 4.027 5.557 -0.784 -0.1200
C 1.857 0.494 7.606 -1.0722
C 0.343 0.409 7.746 0.3088
C -0.167 -1.024 7.895 -0.6713
C 0.051 -1.824 6.682 0.4458
N 0.228 -2.457 5.726 -0.5633
H 2.203 0.002 6.692 0.0339
H 2.172 1.542 7.560 0.1798
H 2.357 0.027 8.460 0.4733
H -0.128 0.891 6.881 -0.2263
H 0.044 0.980 8.633 0.3525
H -1.243 -0.995 8.111 0.3361
H 0.314 -1.506 8.753 0.3818
C -0.495 4.822 4.651 -1.3063
C 0.072 4.365 5.989 0.0705
C 1.518 3.878 5.894 -0.5855
C 1.642 2.650 5.097 0.1440
N 1.742 1.683 4.464 -0.3212
H -0.549 3.996 3.935 0.3192
H -1.509 5.212 4.786 0.3984
H 0.119 5.617 4.216 0.3635
H -0.568 3.576 6.401 -0.1721
H 0.032 5.208 6.689 0.3876
H 1.891 3.683 6.907 0.2977
H 2.151 4.665 5.469 0.4147
C -5.746 2.342 -1.873 -1.1935
C -5.640 2.992 -3.247 -0.4907
C -6.624 2.414 -4.263 -0.2770
C -6.332 1.011 -4.588 0.3801
N -6.105 -0.097 -4.842 -0.5323
H -5.483 1.281 -1.910 0.2777
H -5.061 2.831 -1.172 0.3313
H -6.761 2.432 -1.474 0.3858
H -4.612 2.892 -3.615 0.2423
H -5.838 4.065 -3.139 0.3672
H -6.572 3.010 -5.182 0.2330
H -7.649 2.505 -3.886 0.2985
C -8.103 1.233 -8.649 -1.0922
C -9.381 1.000 -7.855 -0.4195
C -10.121 2.293 -7.512 -0.4264
C -9.360 3.142 -6.585 0.3527
N -8.759 3.815 -5.857 -0.5054
H -7.369 1.803 -8.071 0.2692
H -7.646 0.275 -8.916 0.3105
H -8.311 1.779 -9.576 0.3495
H -9.141 0.446 -6.940 0.2885
H -10.048 0.363 -8.449 0.3130
H -11.083 2.037 -7.051 0.2706
H -10.348 2.849 -8.428 0.2942
C -2.771 1.563 5.083 -0.5326
C -4.049 1.330 5.878 -0.5306
C -4.788 2.623 6.221 -0.1938
C -4.028 3.472 7.148 0.1382
N -3.426 4.145 7.876 -0.4790
H -2.037 2.133 5.662 -0.3712
H -2.313 0.605 4.817 0.3910
H -2.978 2.109 4.157 0.4373
H -3.809 0.776 6.793 0.2716
H -4.715 0.693 5.284 0.3538
H -5.750 2.366 6.682 0.2123
H -5.015 3.179 5.305 0.3133
C -8.960 2.444 2.521 -1.1609
C -9.181 2.991 3.924 -0.6013
C -8.272 2.347 4.971 0.0695
C -8.572 0.923 5.170 0.3162
N -8.806 -0.203 5.325 -0.4837
H -9.213 1.381 2.460 0.3489
H -9.594 2.978 1.805 0.3489
H -7.918 2.569 2.210 0.2930
H -10.233 2.859 4.202 0.3220
H -8.987 4.071 3.910 0.3361
H -8.403 2.874 5.924 0.3427
H -7.222 2.471 4.683 -0.1290

---

(2)
4
Properties=species:S:1:pos:R:3:nbo_charge:R:1 method="wB97M-V/def2-TZVPD" e_above_lowest_kcal_mol=0.0 lumo_ev="-1.13 / -1.67" multiplicity=3 s_squared=2.0142 total_charge=0 total_energy_ha=-259.81443 orbital_gap_ev="7.6 / 11.3"
N 0.884 0.573 0.100 0.1974
N -0.866 0.544 -0.090 0.1989
O 1.230 -0.549 -0.021 -0.1978
O -1.248 -0.568 0.011 -0.1985